# C34H35BiIN8O5PS

A molecular structure, C34H35BiIN8O5PS (wB97M-V/def2-TZVPD, OMol25).

Last column: Mulliken charge in e.
Atoms and positions in Å:
Bi 0.214 -0.548 0.049  1.690
I 6.363 -0.488 4.957  0.109
S -0.286 1.497 2.908  -0.210
P -2.438 -1.538 0.181  1.188
O -1.052 -3.438 1.987  -0.516
O 5.525 0.981 -4.639  -0.719
O -0.435 -1.529 -1.786  -0.468
O 4.573 -0.747 -5.780  -0.700
O -0.017 -2.239 -3.851  -0.686
N 0.137 -4.489 3.575  -0.434
N 1.943 -0.416 -1.570  0.474
N 2.581 -0.094 3.183  0.282
N 1.521 3.228 3.735  -0.353
N -0.265 1.649 -1.962  0.614
N 3.278 -0.098 2.043  -0.076
N 0.789 2.649 0.319  -0.265
N 1.387 3.039 1.477  -0.191
C -3.965 -0.571 -2.032  -0.501
C -2.941 -1.099 2.909  0.050
C -3.752 -0.936 4.024  -0.873
C -5.687 -1.408 2.682  -0.728
C -5.125 -1.090 3.912  -0.516
C -3.496 -1.416 1.674  0.211
C 1.362 -2.483 0.588  -1.228
C -3.246 1.038 -0.397  -0.595
C 0.129 3.005 -4.345  -0.755
C 3.361 -0.196 4.276  -0.169
C 0.334 -1.664 -2.848  -0.325
C 1.675 -0.982 -2.753  0.815
C 2.624 3.783 -0.854  -2.402
C -4.613 0.440 -2.734  -0.561
C -4.582 1.744 -2.265  -0.580
C 3.987 0.416 -2.429  -1.054
C -4.877 -1.568 1.569  -0.462
C 0.610 2.657 -2.030  0.358
C 3.722 -0.164 -3.664  0.167
C 1.352 -3.177 1.950  -0.666
C 1.332 3.015 -0.778  1.181
C -0.928 1.307 -3.060  -0.134
C 2.553 -0.901 -3.816  -0.962
C 0.036 -3.697 2.475  0.327
C -0.764 1.952 -4.280  -1.236
C 0.832 3.363 -3.204  -0.815
C 4.545 -0.226 2.409  -0.132
C -2.890 -3.122 -0.591  -1.825
C -3.887 2.044 -1.099  -0.658
C -3.294 -0.284 -0.848  0.894
C 4.738 0.040 -4.839  0.354
C 4.651 -0.286 3.811  -0.927
C 3.086 0.256 -1.397  -0.409
C 0.910 2.652 2.682  0.233
H 2.464 4.848 -0.663  0.372
H 2.020 -4.044 1.907  0.489
H -1.868 -0.974 3.000  0.441
H 1.049 -3.176 -0.197  0.555
H -2.305 -3.228 -1.504  0.437
H 1.018 -4.734 3.987  0.190
H -0.708 -4.858 3.975  0.275
H -3.956 -3.154 -0.812  0.530
H 4.896 0.994 -2.322  0.600
H -5.098 2.527 -2.806  0.413
H -3.310 -0.686 4.981  0.429
H -1.309 1.620 -5.152  0.520
H 3.086 3.672 -1.831  0.517
H -2.635 -3.922 0.101  0.362
H 3.337 3.399 -0.120  0.652
H -3.972 -1.580 -2.427  0.306
H 2.970 -0.187 5.281  0.505
H 0.286 3.542 -5.271  0.426
H 5.326 -0.275 1.666  0.501
H -5.759 -0.954 4.780  0.381
H 1.534 4.185 -3.243  0.427
H 1.131 3.030 4.639  0.260
H -6.761 -1.518 2.586  0.403
H 3.249 0.664 -0.406  0.568
H 2.172 3.675 1.453  0.282
H 2.339 -1.386 -4.759  0.642
H -3.844 3.065 -0.740  0.447
H -1.609 0.472 -2.968  0.565
H -5.135 0.202 -3.652  0.425
H 1.764 -2.509 2.715  0.251
H 2.071 4.066 3.633  0.189
H -5.327 -1.788 0.608  0.275
H 1.578 0.072 3.131  -0.277
H 2.396 -2.195 0.396  0.501
H -2.697 1.273 0.511  0.323

The calculation puts the total energy at -92049.6415 eV. The frontier orbital gap is 6.775 eV. As for the energy above the lowest of the compared OMol25 structures with the same formula, charge and spin: 23.5 kJ/mol. The calculation puts the HOMO energy at -7.43 eV. The value obtained for the maximum force is 0.72 eV/A.

***

# C34H35BrCrN4O4S4

A molecular structure, C34H35BrCrN4O4S4 (wB97M-V/def2-TZVPD, OMol25).

Last column: Mulliken charge in e.
Atoms and positions in Å:
Br -1.598 -0.484 -1.522  0.025
Cr -0.589 0.838 0.579  0.565
S 1.146 -1.442 0.741  0.081
S 1.517 2.071 -1.185  0.871
S 2.003 -4.458 0.231  -0.096
S 0.320 -2.561 3.311  -0.049
O -1.468 -0.683 1.452  0.476
O -3.415 -1.404 2.189  -0.657
O 2.017 1.110 -0.214  -0.565
O 2.195 3.331 -1.255  -0.778
N -2.199 2.088 0.623  0.847
N -1.145 0.495 3.826  0.042
N -0.014 2.208 -0.667  0.486
N 0.109 1.765 2.318  1.211
C -2.590 -4.544 -1.584  -0.584
C 1.556 1.254 -2.780  0.391
C -3.157 4.009 -0.534  0.421
C -2.241 -3.256 -1.954  -0.808
C 3.118 -3.107 -0.299  -0.969
C 2.772 0.674 -3.095  -0.824
C 0.858 -4.246 2.791  -0.557
C 0.492 1.178 -3.656  0.135
C -3.271 2.045 1.395  -0.134
C -2.985 4.962 -1.555  -0.927
C 2.361 -1.818 -0.569  -0.749
C -0.919 3.134 -1.064  0.131
C 2.920 0.001 -4.292  -0.962
C -4.327 2.955 1.275  -1.249
C -2.774 -3.849 0.702  -0.470
C -0.779 4.097 -2.053  -0.361
C -2.434 -2.546 0.353  0.244
C 1.488 3.538 3.175  -1.189
C 0.964 2.790 2.149  -0.626
C -2.123 3.067 -0.311  -0.039
C -2.479 -1.476 1.418  -0.029
C 1.838 -1.557 3.435  -1.145
C 2.178 -4.417 2.059  -0.546
C 2.057 -0.813 -6.490  -1.534
C 0.653 0.508 -4.861  -1.124
C -2.836 -4.845 -0.254  -0.759
C -0.262 1.471 3.586  0.375
C -4.287 3.926 0.306  -0.695
C 1.865 -0.089 -5.196  0.941
C 2.268 -0.935 2.103  -1.135
C 0.243 2.202 4.687  -0.995
C -2.141 -2.280 -0.976  0.850
C -1.825 4.990 -2.293  -0.887
C 1.116 3.235 4.488  -0.507
H 3.588 0.771 -2.396  0.539
H 1.501 3.799 5.321  0.446
H -3.774 5.674 -1.736  0.454
H 0.145 4.156 -2.607  0.606
H 2.233 0.152 2.141  0.406
H -1.460 -0.118 3.077  -0.413
H 1.300 -0.540 -7.219  0.380
H -5.099 4.623 0.176  0.485
H -5.169 2.881 1.945  0.456
H 3.037 -0.594 -6.905  0.398
H 1.245 3.008 1.131  0.542
H 3.892 -2.999 0.460  0.331
H 2.904 -3.648 2.309  0.075
H -3.095 -5.852 0.033  0.435
H -0.093 1.931 5.674  0.479
H -2.054 -3.007 -2.987  0.491
H -0.176 0.463 -5.550  0.402
H -2.997 -4.056 1.738  0.576
H 2.163 4.346 2.962  0.550
H 3.590 -3.453 -1.219  0.520
H 2.602 -5.386 2.330  0.558
H -1.383 0.263 4.775  0.253
H 3.276 -1.239 1.826  1.007
H 2.003 -1.889 -6.334  0.303
H -2.665 -5.312 -2.340  0.433
H -1.703 5.721 -3.076  0.431
H -3.319 1.254 2.130  0.478
H 3.023 -0.960 -0.667  0.357
H 2.615 -2.175 3.882  0.517
H 1.573 -0.777 4.148  0.404
H 3.871 -0.447 -4.533  0.437
H -0.455 1.640 -3.417  0.423
H 1.774 -1.927 -1.481  0.403
H 0.041 -4.606 2.164  0.221
H 0.870 -4.832 3.710  0.474

The calculation puts the total energy at -191778.9736 eV. The frontier orbital gap (spin up / spin down) is 6.560 / 6.694 eV. As for the energy above the lowest of the compared OMol25 structures with the same formula, charge and spin: 20.1 kJ/mol. The calculation puts the HOMO energy (spin up / spin down) at -10.07 / -10.08 eV. Its expectation value of S² is 3.785. The charge is +1. Its multiplicity is 4. The value obtained for the maximum force is 1.94 eV/A.

***

# C34H35Cl5N2O4SSiY

A molecular structure, C34H35Cl5N2O4SSiY (wB97M-V/def2-TZVPD, OMol25).

Last column: Mulliken charge in e.
Atoms and positions in Å:
Y 0.501 -0.766 0.008  0.732
Cl -0.659 0.145 2.916  -0.098
Cl 5.014 -2.158 4.067  -0.210
Cl 0.320 -0.153 5.855  -0.207
Cl 4.053 -1.790 1.125  -0.223
Cl 3.166 -1.333 6.439  -0.219
S 0.131 2.772 0.572  0.857
Si -1.715 -2.362 0.579  0.814
O 2.803 -3.225 -4.886  -0.686
O 1.585 -2.601 -0.851  -0.855
O 1.174 1.662 0.670  -0.876
O -0.989 0.599 -0.904  0.181
N 1.673 -1.735 -2.988  -1.029
N 0.862 -0.718 -2.471  0.431
C 3.729 -5.948 -1.898  -0.909
C -4.916 0.065 1.871  -0.702
C -3.833 -0.810 1.846  -0.254
C 3.020 4.882 0.686  -1.240
C -3.885 -0.813 -0.535  -0.212
C 2.690 -3.850 -2.543  0.276
C -2.348 2.224 -1.918  -0.032
C 1.698 -0.905 2.132  -1.199
C -5.491 0.500 0.685  -0.461
C 0.375 0.049 -3.377  -0.773
C -1.813 -3.357 2.194  -1.186
C -1.307 1.266 -1.956  0.160
C 3.435 -1.527 3.742  -0.302
C -1.944 2.842 -4.227  -0.851
C 0.105 3.580 2.182  -0.942
C -2.143 -3.643 -0.756  -1.348
C 4.111 -6.153 -3.220  -0.294
C 3.793 -5.231 -4.198  -0.708
C 1.351 -0.644 4.553  -0.549
C 3.083 -4.072 -3.879  0.607
C 2.960 -1.379 2.437  1.069
C -0.953 1.885 -4.290  -0.714
C -0.615 1.097 -3.182  0.340
C 0.949 -0.535 3.226  0.804
C -4.972 0.050 -0.523  -0.476
C 2.394 4.076 -0.446  -0.269
C -2.646 2.992 -3.023  -0.632
C 1.938 -2.646 -2.082  0.970
C 3.024 -4.801 -1.579  -0.605
C -1.360 4.491 3.998  -1.433
C 0.871 4.053 -0.461  -0.959
C -3.281 -1.269 0.644  0.404
C -1.326 3.872 2.608  0.071
C 2.617 -1.160 4.811  0.572
H 0.575 2.848 2.843  0.243
H -1.904 2.946 2.588  0.167
H -2.775 -3.874 2.282  0.300
H -3.416 -1.147 2.788  0.328
H 4.081 -5.381 -5.230  0.402
H 0.487 3.836 -1.461  0.293
H -1.353 -4.397 -0.805  0.331
H 2.722 4.468 -1.411  0.440
H -3.447 3.719 -2.960  0.420
H -1.019 -4.109 2.212  0.301
H -0.415 1.722 -5.219  0.409
H 0.415 4.990 -0.131  0.574
H -5.316 0.400 2.822  0.388
H -6.337 1.178 0.700  0.365
H -2.214 -3.196 -1.751  0.304
H -0.824 5.443 4.023  0.337
H 2.714 -4.602 -0.562  0.441
H -2.190 3.440 -5.093  0.384
H 2.857 4.412 1.656  0.271
H -0.890 3.828 4.727  0.328
H 0.693 -0.138 -4.405  0.199
H -1.802 4.536 1.880  0.291
H -2.383 4.674 4.326  0.398
H -2.906 2.316 -0.994  0.538
H -3.483 -1.124 -1.493  0.080
H 0.712 4.484 2.166  0.518
H 3.982 -6.666 -1.130  0.405
H 2.615 5.896 0.728  0.313
H -5.405 0.383 -1.459  0.400
H -1.679 -2.731 3.079  0.226
H -3.093 -4.142 -0.539  0.339
H 2.254 -2.490 -4.493  0.532
H 2.750 3.045 -0.398  0.164
H 4.665 -7.044 -3.491  0.355
H 4.098 4.960 0.549  0.380

The calculation puts the total energy at -129370.2632 eV. The frontier orbital gap is 6.357 eV. As for the energy above the lowest of the compared OMol25 structures with the same formula, charge and spin: 29.1 kJ/mol. The calculation puts the HOMO energy at -4.31 eV. The charge is -1. The value obtained for the maximum force is 1.37 eV/A.

***

Q: What is the maximum force in the first record?
A: 0.72 eV/A

***

Q: Which of these has the lowest maximum force?
A: C34H35BiIN8O5PS

***

Q: What is the maximum force in the first record?
A: 0.72 eV/A

***

Q: maximum force of number 1 (C34H35BiIN8O5PS)?
A: 0.72 eV/A